Record 1
Below is a structure of composition CH7FIN4OP, with properties calculated with ωB97M-V with the def2-TZVPD basis set.

Output
Strongest force on any atom in eV Å⁻¹: 2.7
HOMO-LUMO gap in eV: 3.15
E_LUMO in eV: -3.8
Electronic energy in a.u.: -1075.2913

Last column: Mulliken charge in e.
Atoms and positions in Å:
N: 1.933 0.913 -0.445  -0.60
C: 1.311 -0.164 0.224  0.15
N: 1.771 -1.416 -0.043  -0.48
N: 0.330 0.070 1.100  0.37
F: 0.698 0.491 2.419  -0.25
P: -1.300 -0.027 0.733  0.16
N: -1.638 -1.561 0.105  -0.59
O: -1.488 0.978 -0.546  -0.41
H: 2.245 1.522 0.317  0.32
H: 1.202 1.462 -0.905  0.37
H: 2.624 -1.549 0.509  0.33
H: 2.102 -1.424 -1.005  0.33
H: -1.494 -1.567 -0.902  0.30
H: -2.645 -1.659 0.214  0.31
H: -2.024 1.757 -0.196  0.25
I: -3.628 2.174 -1.580  -0.56

Record 2
Below is a cluster of 2 separate species, CH7FN3P in total, with properties calculated with ωB97M-V with the def2-TZVPD basis set.

Output
Strongest force on any atom in eV Å⁻¹: 3.9
HOMO-LUMO gap (spin up / spin down) in eV: 8.52 / 8.01
Relative energy (zero: lowest compared OMol25 entry of this formula, charge and spin) in kcal per mole: 84.21
E_LUMO (spin up / spin down) in eV: -1.4 / -0.7
Electronic energy in a.u.: -647.6860

Last column: Mulliken charge in e.
Atoms and positions in Å:
C: -1.889 -0.219 0.609  -0.70
N: -0.113 0.344 -2.241  -0.54
N: 2.693 0.964 0.329  -0.52
N: -0.810 -1.093 0.001  -0.29
F: 1.255 -1.906 -1.001  -0.34
P: 0.477 -0.398 -0.991  0.54
H: -1.713 0.113 1.632  0.27
H: -2.235 0.547 -0.104  0.32
H: -2.786 -1.000 0.801  0.23
H: 0.410 1.082 -2.642  0.26
H: 3.066 0.132 -0.097  0.25
H: 3.036 1.683 -0.311  0.22
H: -0.361 -1.879 0.545  0.28

Record 3
Below is a cluster of 2 separate species, CH7IN5 in total, with properties calculated with ωB97M-V with the def2-TZVPD basis set.

Output
Strongest force on any atom in eV Å⁻¹: 4.1
HOMO-LUMO gap (spin up / spin down) in eV: 7.87 / 7.87
Relative energy (zero: lowest compared OMol25 entry of this formula, charge and spin) in kcal per mole: 32.34
Net charge: +1
E_LUMO (spin up / spin down) in eV: -4.3 / -4.3
Electronic energy in a.u.: -613.3431

Last column: Mulliken charge in e.
Atoms and positions in Å:
C: -0.302 1.552 -0.296  0.12
N: 0.034 -0.141 1.256  -0.84
N: 0.483 0.895 0.537  0.20
N: 1.084 -1.339 -1.066  -0.58
N: -1.586 1.249 -0.666  -0.45
N: 0.815 -1.675 0.124  0.18
I: -2.811 -0.177 -0.008  0.27
H: 0.288 2.388 -0.758  0.32
H: 0.679 -0.201 2.030  0.29
H: 0.466 -1.657 -1.769  0.26
H: -2.101 2.069 -0.935  0.33
H: 0.047 -2.386 0.215  0.28
H: 1.435 -1.688 0.902  0.33
H: 1.470 1.110 0.435  0.28